DFT (ωB97M-V/def2-TZVPD) results for a cluster of 2 separate species, C4H9NO in total.

Each line ends with the natural charge from an NBO analysis.
Element x y z (Å)
C1 -1.107 0.086 0.921  -0.691
C2 -0.415 0.330 -0.397  0.340
C3 -1.159 -0.046 -1.656  -0.690
N1 0.741 0.867 -0.397  -0.646
C4 2.210 -0.464 1.277  0.300
O1 1.988 -0.121 2.411  -0.540
H1 -1.713 -0.826 0.895  0.213
H2 -1.785 0.921 1.139  0.235
H3 -0.380 0.023 1.736  0.255
H4 1.638 -1.274 0.783  0.100
H5 -0.458 -0.225 -2.478  0.219
H6 -1.830 0.769 -1.950  0.235
H7 -1.769 -0.943 -1.512  0.223
H8 1.082 0.991 -1.353  0.332
H9 3.015 -0.022 0.662  0.115

## Properties
E_HOMO	-9.585	eV
ΔE to the lowest compared entry with this formula, charge and spin	44.86	kcal per mole
charge	0

DFT (ωB97M-V/def2-TZVPD) results for an isolated molecule of C4H9NO.

Each line ends with the natural charge from an NBO analysis.
Element x y z (Å)
C1 0.945 -0.542 -0.582  -0.233
C2 -0.326 0.141 -0.118  0.224
C3 -1.662 -0.358 -0.542  -0.433
C4 -1.215 -0.540 0.897  -0.459
H1 2.925 -0.381 -0.097  0.365
H2 1.950 -0.623 1.191  0.359
H3 1.186 -0.189 -1.590  0.198
H4 0.782 -1.634 -0.639  0.173
H5 0.713 1.645 0.342  0.488
H6 -2.411 0.400 -0.752  0.230
H7 -1.715 -1.243 -1.180  0.212
H8 -1.681 0.096 1.643  0.226
H9 -0.981 -1.548 1.235  0.207
N1 2.029 -0.130 0.310  -0.851
O1 -0.179 1.524 -0.032  -0.707

## Properties
E_HOMO	-9.318	eV
ΔE to the lowest compared entry with this formula, charge and spin	39.00	kcal per mole
charge	0

DFT (ωB97M-V/def2-TZVPD) results for a cluster of 2 separate species, C4H9NO in total.

Each line ends with the natural charge from an NBO analysis.
Element x y z (Å)
N1 1.471 1.094 -0.706  -0.817
C1 1.073 0.007 0.048  0.155
C2 1.712 -0.334 1.168  -0.521
C3 -0.284 -1.903 -0.708  -0.368
C4 -0.184 -0.623 -0.373  -0.241
H1 2.131 1.784 -0.408  0.384
H2 0.905 1.407 -1.471  0.384
H3 1.358 -1.147 1.783  0.211
H4 2.576 0.269 1.415  0.190
H5 -1.194 -2.459 -0.870  0.195
H6 0.613 -2.513 -0.820  0.193
H7 -1.087 -0.019 -0.322  0.230
H8 -3.554 1.695 -0.129  0.472
H9 -2.850 1.144 1.116  0.474
O1 -2.687 1.597 0.276  -0.940

## Properties
E_HOMO	-7.839	eV
ΔE to the lowest compared entry with this formula, charge and spin	48.78	kcal per mole
charge	0

DFT (ωB97M-V/def2-TZVPD) results for an isolated molecule of C4H9NO at a distorted geometry.

Each line ends with the natural charge from an NBO analysis.
Element x y z (Å)
C1 -0.533 -1.875 0.878  -0.653
C2 -1.202 -0.525 0.579  -0.164
C3 0.521 0.533 -0.809  0.691
C4 1.330 1.866 -0.962  -0.657
H1 -1.297 -2.646 1.050  0.205
H2 -0.004 -2.118 -0.046  0.233
H3 0.252 -2.144 1.384  0.224
H4 -1.868 -0.565 -0.167  0.189
H5 -1.747 -0.337 1.782  0.175
H6 -0.486 1.534 0.580  0.386
H7 0.825 2.539 -0.593  0.176
H8 1.390 1.965 -1.972  0.223
H9 2.445 1.640 -0.519  0.229
N1 -0.218 0.536 0.345  -0.648
O1 0.593 -0.404 -1.530  -0.608

## Properties
E_HOMO	-9.603	eV
ΔE to the lowest compared entry with this formula, charge and spin	77.94	kcal per mole
charge	0

Question: What is the charge in the first record?
Answer: 0